1.
A structure of composition C30H24AsIrN3O7. Source: the OMol25 dataset; level of theory: ωB97M-V/def2-TZVPD.

The geometry in ORCA input format:
```
! wB97M-V def2-TZVPD RIJCOSX def2/J DEFGRID3
* xyz 0 2
Ir 0.29 -0.05 -0.04
As 2.94 0.40 -0.93
O -0.25 -1.42 -4.76
O 1.24 -1.82 -0.29
O 0.74 2.08 0.13
O 0.36 4.19 -0.50
O -0.07 -0.13 -2.05
O 1.24 -3.98 -4.56
O 2.13 -4.29 -1.75
N -0.21 -1.19 2.53
N -1.76 1.40 -0.29
N 0.48 -0.27 2.03
C -1.83 -2.86 1.94
C 1.51 -3.36 -2.21
C -1.46 2.68 -0.42
C -4.05 1.90 -0.74
C 1.04 -3.21 -3.67
C -5.66 0.09 -1.06
C 1.33 0.40 2.98
C 1.16 0.18 4.35
C -0.01 3.05 -0.27
C 3.14 1.91 3.44
C 2.32 1.26 2.53
C 1.05 -2.14 -1.56
C 4.36 -0.43 0.11
C -2.42 3.66 -0.67
C -2.28 -1.52 -0.55
C 3.57 2.24 -1.04
C -4.72 -0.84 -0.72
C 3.48 -0.20 -2.70
C -3.39 -0.47 -0.15
C -5.37 1.45 -1.01
C 0.39 -1.29 -2.43
C -3.02 0.98 -0.42
C 1.99 0.82 5.25
C 0.29 -1.87 -3.78
C -1.10 -1.20 0.30
C -2.79 -2.90 -0.28
C -2.62 -3.49 0.92
C -1.07 -1.78 1.61
C -3.72 3.26 -0.83
C 2.97 1.69 4.80
H 3.90 2.59 3.08
H -3.48 -0.57 0.95
H 3.00 2.75 -1.82
H 4.63 2.25 -1.29
H 3.58 -1.29 -2.72
H -4.97 -1.89 -0.76
H -3.05 -4.46 1.12
H 2.74 0.10 -3.44
H -3.33 -3.42 -1.06
H 0.40 -0.50 4.69
H 4.38 -0.03 1.12
H -4.50 3.98 -1.04
H -2.07 -1.37 -1.61
H -1.77 -3.27 2.94
H 1.86 0.65 6.31
H -6.63 -0.24 -1.40
H -6.13 2.18 -1.27
H 4.16 -1.50 0.17
H 3.39 2.77 -0.11
H 3.61 2.21 5.51
H -2.09 4.69 -0.74
H 5.32 -0.26 -0.37
H 4.44 0.25 -2.94
H 2.43 1.46 1.47
*
```

Results
- Kohn-Sham gap (spin up / spin down): 5.55 / 5.68 eV
- Expectation value of S²: 0.826
- Energy above the lowest of the compared OMol25 structures with the same formula, charge and spin: 110.7 kcal/mol
- Largest force on an atom: 0.831 eV/Å

=====

2.
A structure of composition C30H24BN7O4W. Source: the OMol25 dataset; level of theory: ωB97M-V/def2-TZVPD.

The geometry in ORCA input format:
```
! wB97M-V def2-TZVPD RIJCOSX def2/J DEFGRID3
* xyz 2 1
W -0.32 2.34 -0.40
O 0.50 -0.53 1.05
O -0.35 -0.76 -1.06
O 0.66 2.36 -4.41
O -4.37 2.60 0.33
N -1.19 1.94 1.57
N 0.57 3.76 0.48
N -0.49 2.46 -2.38
N 1.34 5.91 1.23
N -2.28 2.47 -0.71
N 1.88 8.31 1.38
N 1.65 1.76 -1.14
C 0.94 4.88 0.82
C -3.19 2.41 0.39
C -0.02 -2.03 -0.57
C -3.19 1.97 2.87
C -2.79 2.71 -2.03
C 1.85 1.86 -2.45
C 2.74 -5.32 2.01
C 3.93 1.16 -0.86
C 4.13 1.26 -2.23
C -0.47 1.68 2.66
C 3.07 1.62 -3.05
C -2.52 2.09 1.67
C 0.26 -4.35 -0.41
C 0.44 -5.52 2.99
C -4.11 2.90 -2.41
C -4.38 3.12 -3.75
C 0.79 -4.24 0.88
C -1.07 1.55 3.90
C 1.04 -6.77 0.92
C -2.45 1.69 4.01
C 0.50 -1.90 0.70
C 2.68 1.41 -0.34
C -2.05 2.93 -4.31
C -1.77 2.71 -2.97
C 0.92 -2.97 1.45
C 1.63 7.19 1.30
C 0.64 2.25 -3.22
C -0.16 -3.26 -1.16
C 1.25 -5.46 1.69
C -3.37 3.14 -4.69
B -0.03 0.08 -0.04
H -4.91 2.89 -1.69
H -5.41 3.27 -4.05
H 0.59 1.55 2.54
H -1.27 2.95 -5.05
H -0.63 -5.62 2.78
H 2.48 1.32 0.72
H 0.16 -5.33 -0.85
H 1.62 -6.79 0.00
H 2.94 -4.42 2.61
H 5.11 1.06 -2.66
H 3.33 -5.26 1.10
H -0.01 -6.94 0.69
H 4.73 0.88 -0.19
H -4.26 2.10 2.88
H 3.15 1.72 -4.12
H 3.07 -6.18 2.59
H 1.32 -2.83 2.45
H -3.59 3.31 -5.73
H -2.94 1.58 4.97
H 0.59 -4.64 3.61
H -0.46 1.33 4.76
H -0.58 -3.37 -2.15
H 1.38 -7.60 1.54
H 0.75 -6.39 3.57
*
```

Results
- Kohn-Sham gap: 5.11 eV
- Largest force on an atom: 0.450 eV/Å

=====

Question: Number 1 is which compound?
Answer: C30H24AsIrN3O7